49
Properties=species:S:1:pos:R:3:mulliken_charge:R:1 method="wB97M-V/def2-TZVPD" max_force_ha_per_bohr=0.128 e_above_lowest_ev=6.038 homo_energy_ev=-8.06 e_tot_ev=-28669.7327 spin_multiplicity=1
C -1.18572 -5.00146 -4.05442 -1.15
C -1.48573 -3.55669 -4.34098 0.25
N -1.97237 -3.28748 -5.63239 -0.77
N -1.85313 -2.02632 -6.13446 0.16
C -1.22938 -1.02554 -5.56019 0.13
O -1.46459 -0.01976 -6.13117 -0.66
C -0.76836 -1.18271 -4.22760 -0.81
C -0.94263 -2.39707 -3.51472 0.76
C -0.40221 -2.42917 -2.15883 0.35
C -1.31024 -2.86162 -1.24384 -0.55
C -0.94019 -2.80494 0.12385 -0.73
C 0.28732 -2.24229 0.40966 0.39
O 0.71344 -2.14051 1.72062 -0.52
C -0.01316 -1.17126 2.54240 -0.65
C 0.22215 0.34793 2.02108 -0.32
C -0.23143 1.32896 3.15889 -1.29
N 0.21850 2.73107 2.85959 0.13
C -0.22371 3.34752 1.61322 -0.62
C 0.74220 4.65269 1.47052 -0.66
C 1.25494 4.81237 2.87112 -0.82
C 1.50595 3.30285 3.23698 0.45
C 2.01682 3.12577 4.67986 -1.38
C 1.22388 -1.77851 -0.54064 -0.23
C 0.84738 -1.83426 -1.87345 -0.95
H -1.01713 -5.09284 -3.01823 0.38
H -0.28949 -5.22902 -4.58298 0.30
H -1.94892 -5.74288 -4.32412 0.34
H -2.02460 -2.00762 -7.11016 0.28
H -0.44975 -0.39476 -3.61055 0.64
H -2.27047 -3.19437 -1.56079 0.53
H -1.65309 -3.03641 0.85514 0.47
H 0.26236 -1.20062 3.63279 0.38
H -1.05741 -1.49846 2.60856 0.27
H -0.34574 0.59249 1.19164 0.51
H 1.22097 0.54977 1.77993 0.46
H 0.40219 1.01498 3.97023 0.32
H -1.22038 1.30652 3.46848 0.35
H -1.30698 3.54158 1.62858 0.34
H -0.17741 2.72988 0.72952 0.29
H 1.63514 4.23092 0.89959 0.26
H 0.22952 5.50885 0.96369 0.33
H 0.46670 5.26978 3.43089 0.36
H 2.17242 5.31462 2.85854 0.42
H 2.39552 2.97693 2.62725 0.12
H 2.03541 2.01848 4.99676 0.32
H 3.05950 3.52326 4.70354 0.38
H 1.40836 3.61406 5.47925 0.28
H 2.11729 -1.25593 -0.22433 0.45
H 1.34624 -1.42880 -2.68831 0.74


50
Properties=species:S:1:pos:R:3:mulliken_charge:R:1 method="wB97M-V/def2-TZVPD" max_force_ha_per_bohr=0.017 e_above_lowest_ev=0.896 homo_energy_ev=-8.33 e_tot_ev=-39510.2393 spin_multiplicity=1
C 6.70920 0.80523 -0.18368 -1.38
C 5.42403 1.21461 0.52771 -0.35
N 4.25018 0.69870 -0.15199 0.06
C 2.99795 1.32058 0.25837 -0.66
C 2.22047 0.47994 1.26718 -0.89
N 1.86323 -0.79206 0.65999 0.29
C 0.70515 -1.37026 1.02386 0.57
O -0.01121 -0.90095 1.89279 -0.66
C 0.27878 -2.62653 0.28705 -1.10
S -0.18842 -2.21292 -1.43611 -0.16
C -1.06992 -0.70989 -1.02051 0.58
C -0.48754 0.47675 -1.26381 -0.15
C -1.04669 1.71949 -0.77656 -0.05
O -0.50772 2.80176 -0.94292 -0.72
N -2.22213 1.60716 -0.04774 0.17
C -2.73766 2.85000 0.50475 -1.07
C -3.80158 3.47011 -0.39603 -1.09
C -2.88446 0.41854 0.13842 0.57
C -4.11160 0.34738 0.81262 -0.66
C -4.76360 -0.85392 0.97255 -0.90
C -4.23016 -2.03118 0.45773 -0.86
C -3.02533 -1.99054 -0.19876 -0.72
C -2.33345 -0.78565 -0.35701 0.82
C 2.76652 -1.25843 -0.37134 -0.69
C 4.17636 -0.75291 -0.08967 -1.03
H 6.90554 -0.25748 -0.07054 0.31
H 7.54934 1.35367 0.23453 0.44
H 6.63064 1.03644 -1.24220 0.35
H 5.35396 2.30455 0.51636 0.41
H 5.46985 0.88434 1.58253 0.31
H 2.37669 1.47521 -0.63017 0.11
H 3.19854 2.30287 0.68710 0.47
H 2.82185 0.30805 2.16837 0.30
H 1.29761 0.98146 1.56744 0.56
H 1.06155 -3.37904 0.21934 0.62
H -0.59200 -3.03900 0.79718 0.55
H 0.44921 0.55501 -1.79256 0.46
H -3.11596 2.66952 1.51223 0.50
H -1.88463 3.53080 0.56771 0.42
H -4.16923 4.39032 0.04998 0.37
H -3.36755 3.70356 -1.36499 0.35
H -4.63865 2.79185 -0.54594 0.33
H -4.56941 1.23563 1.21393 0.31
H -5.70726 -0.87718 1.49704 0.40
H -4.75892 -2.96453 0.57346 0.40
H -2.60206 -2.88929 -0.62256 0.50
H 2.78265 -2.34977 -0.39049 0.46
H 2.44320 -0.90757 -1.35804 0.26
H 4.85155 -1.16785 -0.84346 0.47
H 4.49614 -1.13174 0.89814 0.39


50
Properties=species:S:1:pos:R:3:mulliken_charge:R:1 method="wB97M-V/def2-TZVPD" max_force_ha_per_bohr=0.023 e_above_lowest_ev=3.242 homo_energy_ev=-8.87 e_tot_ev=-30721.4000 spin_multiplicity=1
C 5.07821 5.17902 1.06060 -1.58
C 4.26245 5.06341 -0.23497 2.07
C 3.31155 6.26115 -0.30880 -2.12
C 5.20115 5.12276 -1.44868 -1.58
C 3.53147 3.73071 -0.24320 0.69
C 4.26726 2.54625 -0.18127 -0.31
C 3.65374 1.31243 -0.19582 -1.43
C 2.26510 1.22673 -0.27400 0.27
C 1.60615 -0.06013 -0.30820 0.42
N 2.22536 -1.21173 -0.26248 -0.49
O 1.24221 -2.15207 -0.33498 -0.19
C 0.08056 -1.48698 -0.42192 0.39
C -1.19247 -2.23936 -0.52298 -0.08
C -2.39095 -1.28987 -0.57274 -0.87
C -3.68336 -2.07450 -0.73929 0.61
O -4.16255 -2.26476 -1.84068 -0.67
N -4.27767 -2.55240 0.37995 0.05
C -3.79016 -2.52102 1.73979 -0.66
C -3.58470 -3.96327 2.23021 -0.53
O -4.77125 -4.71018 2.13026 -0.38
C -5.23748 -4.74869 0.79810 -0.56
C -5.49326 -3.33799 0.26332 -0.73
N 0.24438 -0.20397 -0.40450 -0.37
C 1.51723 2.39767 -0.33122 -1.14
C 2.14610 3.62836 -0.31519 -0.14
H 5.81891 4.38805 1.13620 0.33
H 5.59680 6.13487 1.09096 0.44
H 4.42132 5.11499 1.92560 0.39
H 2.63881 6.28107 0.54543 0.43
H 2.72619 6.24095 -1.22506 0.43
H 3.89008 7.18269 -0.30127 0.43
H 5.94355 4.33044 -1.41636 0.34
H 5.72257 6.07728 -1.47119 0.44
H 4.63148 5.01869 -2.36977 0.39
H 5.34448 2.58369 -0.12286 0.34
H 4.23180 0.40271 -0.15081 0.42
H -1.16560 -2.84701 -1.43215 0.35
H -1.25587 -2.92643 0.32569 0.03
H -2.29030 -0.65264 -1.45191 0.48
H -2.40807 -0.64652 0.30558 0.39
H -2.85955 -1.96565 1.82336 0.39
H -4.54896 -2.04152 2.37099 0.30
H -3.30296 -3.97395 3.28445 0.34
H -2.78971 -4.44258 1.63604 0.32
H -6.15996 -5.32989 0.81501 0.34
H -4.49926 -5.25423 0.15721 0.32
H -5.77946 -3.36624 -0.78821 0.41
H -6.28347 -2.85936 0.85186 0.31
H 0.44193 2.32955 -0.39185 0.51
H 1.53305 4.51337 -0.36280 0.42


56
Properties=species:S:1:pos:R:3:mulliken_charge:R:1 method="wB97M-V/def2-TZVPD" max_force_ha_per_bohr=0.038 homo_energy_ev=-9.00 e_tot_ev=-43007.5003 spin_multiplicity=1
N 0.50393 -4.07696 0.33249 -0.71
C 1.28574 -2.82164 0.20963 1.18
C 1.22042 -2.15751 -1.19501 0.17
O 1.95337 -1.21449 -1.44602 -0.58
O 0.34376 -2.66124 -2.10048 -0.49
C 2.73266 -3.19886 0.55477 -0.35
C 3.08988 -3.68152 1.96835 -0.18
C 4.09338 -4.81880 2.13259 -0.02
O 3.84342 -5.68064 2.95475 -0.58
O 5.20297 -4.83045 1.36057 -0.44
C 3.58898 -2.31886 1.46540 0.13
C 3.06632 -1.03351 2.09614 -0.08
O 3.10688 -0.93039 3.30775 -0.59
O 2.56392 -0.07745 1.29224 -0.29
H -0.38782 -3.99849 -0.16104 0.31
H 0.36405 -4.33981 1.30789 0.29
H 0.89020 -2.09108 0.92119 -0.55
H 0.51404 -2.16176 -2.91266 0.44
H 3.24924 -3.69467 -0.27528 0.42
H 2.30785 -3.68606 2.73223 0.65
H 5.67738 -5.63237 1.62668 0.36
H 4.64825 -2.23427 1.20907 0.55
H 2.30871 0.64202 1.88545 0.34
C -3.86366 3.50216 0.56345 -1.07
N -2.75206 3.08626 -0.29107 0.12
C -2.89982 2.55411 -1.51269 0.23
O -4.00847 2.38758 -2.00700 -0.69
C -1.64994 2.10899 -2.30535 0.10
C -0.44366 1.65391 -1.46024 -1.79
C -0.80977 0.75087 -0.29483 1.23
C -1.49575 -0.45746 -0.52759 -0.41
C -1.89020 -1.26567 0.55418 -1.06
C -1.60903 -0.86308 1.87467 0.84
O -1.99101 -1.65211 2.91087 -0.58
C -0.92330 0.34815 2.11223 -0.92
C -0.52290 1.15095 1.02627 -0.56
N -1.23415 3.00781 -3.39619 -0.05
C -0.99496 4.32008 -3.40151 0.60
C -1.15259 5.15977 -2.15011 -0.84
O -0.63235 4.85980 -4.43384 -0.67
H -3.51402 3.68153 1.58071 0.39
H -4.31253 4.41535 0.16810 0.31
H -4.62692 2.72019 0.58223 0.33
H -1.81829 3.14834 0.07939 0.20
H -1.99335 1.20535 -2.80868 0.33
H 0.08200 2.52932 -1.08032 0.31
H 0.25215 1.11514 -2.10512 0.36
H -1.73212 -0.76625 -1.53651 0.46
H -2.42385 -2.18911 0.38461 0.51
H -1.81534 -1.25017 3.76263 0.30
H -0.70409 0.65395 3.12428 0.35
H 0.00302 2.07737 1.20982 0.66
H -1.12458 2.58441 -4.30376 0.26
H -0.77617 6.16106 -2.35471 0.34
H -2.20780 5.23146 -1.89678 0.21
H -0.58206 4.72877 -1.33383 0.24


52
Properties=species:S:1:pos:R:3:mulliken_charge:R:1 method="wB97M-V/def2-TZVPD" max_force_ha_per_bohr=0.024 e_above_lowest_ev=3.320 homo_energy_ev=-7.16 e_tot_ev=-33700.5202 spin_multiplicity=1
O 1.96481 2.22646 -2.88680 -0.65
C 1.78929 1.02714 -2.89739 0.12
N 1.70322 0.31897 -4.04872 -0.12
C 1.87706 0.92945 -5.35365 -0.84
C 3.01136 0.30861 -6.09784 0.39
C 3.03636 -0.65828 -7.06147 -0.53
C 4.40148 -0.87925 -7.36647 -0.33
C 5.10140 -0.03607 -6.56118 -0.43
O 4.27129 0.68292 -5.79130 -0.29
C 1.62792 0.16144 -1.64858 0.15
C 2.02594 0.93023 -0.38367 -1.01
C 0.98936 2.00599 -0.03848 -1.12
N -0.33135 1.43066 0.08810 -0.04
C -0.75516 0.85247 1.25827 0.90
C -0.35931 1.31940 2.53420 -0.54
C -0.91468 0.73648 3.63834 -0.69
C -1.85612 -0.30135 3.44155 0.84
N -2.52085 -0.92414 4.46119 0.18
C -2.17420 -0.83279 5.85828 -0.46
C -3.46792 -0.78936 6.68239 -0.72
O -4.28457 -1.90497 6.42442 -0.38
C -4.62250 -1.97140 5.05502 -0.61
C -3.37189 -2.06093 4.17962 -0.51
N -2.17602 -0.68545 2.20866 -0.68
N -1.64391 -0.13232 1.15886 -0.27
C -0.75380 0.81205 -1.15061 -1.10
C 0.18037 -0.34048 -1.52413 -0.79
H 1.60807 -0.68355 -4.01789 0.32
H 0.95812 0.82636 -5.94009 0.36
H 2.07833 1.98769 -5.16387 0.33
H 2.19105 -1.14392 -7.50477 0.44
H 4.79896 -1.56785 -8.08314 0.41
H 6.15258 0.14043 -6.44858 0.45
H 2.29693 -0.70076 -1.76377 0.41
H 2.99710 1.40352 -0.53329 0.50
H 2.10386 0.22568 0.44866 0.40
H 1.27667 2.51727 0.87919 0.37
H 0.95980 2.74252 -0.84465 0.50
H 0.35163 2.12289 2.64679 0.31
H -0.63473 1.07446 4.62415 0.22
H -1.59385 0.06441 6.06366 0.28
H -1.58752 -1.71413 6.16167 0.28
H -3.24371 -0.81321 7.75039 0.38
H -4.01389 0.13715 6.44410 0.35
H -5.24216 -2.86136 4.93767 0.34
H -5.20358 -1.08065 4.77234 0.33
H -3.62869 -2.03918 3.12173 0.34
H -2.83803 -2.99469 4.40800 0.24
H -1.77024 0.44253 -1.01800 0.45
H -0.73520 1.58043 -1.92907 0.51
H -0.15370 -0.79959 -2.45583 0.57
H 0.12460 -1.09194 -0.73399 0.45


47
Properties=species:S:1:pos:R:3:mulliken_charge:R:1 method="wB97M-V/def2-TZVPD" max_force_ha_per_bohr=0.373 e_above_lowest_ev=16.718 homo_energy_ev=-7.77 e_tot_ev=-25678.6471 spin_multiplicity=1
C -2.41586 -4.35767 -0.74192 -1.14
C -2.32744 -3.18661 0.13192 -0.06
H -3.32834 -2.95006 0.50799 0.24
H -1.76300 -3.41059 0.95291 0.52
C -2.00530 -2.06434 -0.71484 -1.21
N -2.08686 -0.83893 0.38297 0.49
C -1.08386 -0.47258 1.26867 -0.07
O -1.14104 0.57974 1.78485 -0.57
C 0.29961 -1.00274 0.81798 -0.67
H 0.29980 -2.15614 0.81537 0.35
H 0.87699 -0.59965 1.82456 0.23
C 0.98977 -0.35486 -0.41537 0.28
C 2.55830 -1.03186 -0.40693 -0.60
C 3.35918 -1.22669 -1.25835 -0.23
C 4.61133 -1.51543 -0.85271 -0.78
C 4.43250 -1.16571 0.70373 -0.28
O 3.28255 -0.90244 0.89970 -0.26
H 5.17022 -1.16404 1.46686 0.45
H 5.60653 -1.74783 -1.28308 0.34
H 3.02375 -1.45383 -2.19338 0.53
C 0.89549 1.05102 -0.43998 0.85
C 1.40448 1.95102 0.78007 -0.51
C 1.33534 3.34045 0.65826 -0.62
C 0.51454 3.86272 -0.21887 -0.60
C -0.00291 3.19181 -1.61099 -1.22
C 0.26576 1.67253 -1.35639 0.55
H -0.26691 0.85066 -2.11092 -0.02
H -0.56318 3.63215 -2.17980 0.69
H 0.35165 4.84650 -0.29400 0.54
H 1.82603 3.80002 1.44004 0.47
H 2.12495 1.51560 1.35615 0.48
H 0.63347 -0.87961 -1.36287 0.38
C -3.25860 0.00269 0.49429 -1.06
C -3.40893 0.99948 -0.53581 0.08
C -4.73148 1.81602 -0.34659 -1.30
H -4.71007 2.91148 -1.01701 0.27
H -5.51984 1.23043 -0.69971 0.45
H -4.78061 2.30306 0.92315 0.22
H -3.32192 0.79251 -1.51930 0.58
H -2.66138 1.92706 -0.23881 -0.06
H -4.03516 -0.81325 0.48343 0.32
H -3.47378 0.42655 1.73184 0.26
H -2.81058 -1.70881 -1.35888 0.45
H -1.08809 -2.17758 -0.96181 0.47
H -3.23904 -4.11376 -1.73814 0.21
H -1.30818 -4.58723 -1.22836 0.22
H -2.70877 -5.37309 -0.27919 0.37


50
Properties=species:S:1:pos:R:3:mulliken_charge:R:1 method="wB97M-V/def2-TZVPD" max_force_ha_per_bohr=0.042 e_above_lowest_ev=3.749 homo_energy_ev=-7.65 e_tot_ev=-31834.6848 spin_multiplicity=1
C 4.20947 4.66526 -0.13546 -0.81
O 4.38369 3.47115 0.66593 -0.42
C 3.69759 2.35244 0.32364 0.82
C 3.83606 1.23436 1.18823 -0.83
C 2.98789 0.15922 1.04043 -0.30
C 1.94529 0.15424 0.06705 0.38
C 0.93714 -0.88766 0.09333 -0.75
C -0.09017 -0.96178 -0.81488 0.58
C -0.68069 -2.28789 -1.07548 -0.40
O -0.30890 -3.31699 -0.53936 -0.70
O -1.74762 -2.33005 -1.93099 -0.35
C -1.93314 -1.16126 -2.76500 1.57
C -0.82787 -1.03001 -3.80321 -1.37
C -3.31788 -1.29213 -3.39650 -1.72
O -2.00827 -0.00049 -1.91075 -0.40
C -0.93079 0.21080 -1.09468 0.59
O -0.78249 1.31676 -0.60836 -0.71
C 1.97673 1.17368 -0.91802 -0.31
C 2.82945 2.26879 -0.80534 -0.83
H 4.73339 5.42857 0.43755 0.24
H 4.67969 4.54222 -1.12247 0.32
H 3.14880 4.93702 -0.25784 0.35
H 4.59529 1.24671 1.96621 0.42
H 3.09885 -0.73090 1.65607 0.47
H 1.15284 -1.79000 0.66406 1.08
H 0.17065 -1.00209 -3.34715 0.25
H -0.88760 -1.89292 -4.47861 0.41
H -0.99573 -0.11693 -4.38939 0.36
H -4.07035 -1.43781 -2.61458 0.40
H -3.54698 -0.37992 -3.95375 0.39
H -3.33165 -2.14790 -4.07628 0.38
H 1.35319 1.09253 -1.80840 0.35
H 2.80649 3.05446 -1.55881 0.42
C 0.39263 -0.81583 2.73062 -1.98
N -0.75396 -0.85551 1.84954 0.56
C -1.56567 -2.06701 2.15903 -0.75
C -3.03355 -1.65326 2.10989 -0.52
C -3.05503 -0.11147 2.08532 -0.60
C -1.59593 0.34305 2.10167 -0.79
H 0.97095 0.08820 2.54122 0.68
H 0.06163 -0.82756 3.77675 0.57
H 1.01869 -1.69123 2.56063 0.46
H -1.31849 -2.86457 1.45461 0.19
H -1.29978 -2.42421 3.16778 0.43
H -3.51851 -2.05639 1.21331 0.25
H -3.54554 -2.04723 2.99332 0.33
H -3.55703 0.25348 1.17980 0.24
H -3.56074 0.31096 2.96074 0.31
H -1.32593 0.78026 3.08046 0.58
H -1.39610 1.09689 1.33809 0.14


57
Properties=species:S:1:pos:R:3:mulliken_charge:R:1 method="wB97M-V/def2-TZVPD" max_force_ha_per_bohr=0.002 total_charge=-1 homo_energy_ev=-5.06 e_tot_ev=-88407.8152 spin_multiplicity=1
Al 0.14789 0.48493 0.38090 -0.03
C -3.30176 -3.20769 0.37133 -1.36
Si -2.57226 -1.46887 0.61664 0.67
C -3.19483 -0.63071 -0.95706 -1.08
C -3.33519 -0.79864 2.18890 -1.02
C -0.69260 -1.47396 0.66984 3.27
C -0.26140 -1.76567 -0.70644 -2.12
C -0.17778 -2.98236 -1.40093 -0.77
C 0.20912 -2.97849 -2.72427 -0.62
C 0.52629 -1.77991 -3.36390 -0.91
C 0.45848 -0.61793 -2.62536 -0.29
N 0.07995 -0.62729 -1.35002 0.42
Si 0.04893 -2.49921 2.04758 0.58
C 0.52180 -1.45589 3.52850 -0.92
C 1.56618 -3.46202 1.46044 -1.20
C -1.07933 -3.84284 2.75735 -1.30
H -4.34576 -3.08386 0.06483 0.38
H -3.29299 -3.81922 1.27286 0.34
H -2.79855 -3.76167 -0.42562 0.31
H -4.27214 -0.46356 -0.86586 0.38
H -3.03838 -1.30335 -1.80698 0.26
H -2.72762 0.32497 -1.18493 0.23
H -4.32688 -1.23446 2.34081 0.42
H -3.41619 0.28678 2.15624 0.30
H -2.72020 -1.03023 3.06110 0.26
H -0.42708 -3.90358 -0.89313 0.51
H 0.26625 -3.91245 -3.27122 0.43
H 0.83179 -1.75621 -4.40018 0.41
H 0.71935 0.35152 -3.03238 0.51
H 1.37639 -0.81252 3.32300 0.13
H 0.76704 -2.11212 4.36941 0.43
H -0.29433 -0.79342 3.82665 0.25
H 2.26263 -2.83214 0.90745 0.22
H 1.29211 -4.30902 0.82674 0.31
H 2.08600 -3.86481 2.33504 0.41
H -2.00549 -3.43507 3.16803 0.32
H -0.54454 -4.33673 3.57444 0.36
H -1.34080 -4.60462 2.02008 0.30
Cl 6.18913 4.32923 0.76630 -0.27
C 4.68187 3.53707 0.37700 0.20
C 3.72587 4.22443 -0.39561 -0.52
C 2.53826 3.63701 -0.72603 -0.78
C 2.22086 2.32131 -0.28598 0.15
O 1.11017 1.77629 -0.61833 -0.40
C 3.20619 1.64927 0.49002 1.13
C 2.99865 0.29574 0.87779 -0.12
O 1.96532 -0.36109 0.70019 -0.48
C 4.43113 2.27041 0.80791 -0.97
H 3.94408 5.23372 -0.72027 0.41
H 1.79026 4.16382 -1.30267 0.43
H 3.84826 -0.21921 1.35226 0.28
H 5.16461 1.73229 1.39660 0.43
O 0.45239 1.28087 2.03784 -0.39
S -0.72638 2.22136 2.33866 1.00
O -0.25639 3.57510 2.49546 -0.69
O -1.49861 1.68707 3.43714 -0.64
S -1.73390 1.96989 0.56397 -0.54